Record 1
Computed, not measured: a cluster of 9 separate species, H17O9 in total at a distorted geometry, with ωB97M-V/def2-TZVPD.

```
26
Properties=species:S:1:pos:R:3
O 2.354 -3.238 0.309
H -0.393 1.712 -2.245
H 1.309 1.071 1.664
O 3.048 1.211 -1.109
H -3.119 0.918 -1.149
O -2.288 -0.066 3.336
H -2.005 -0.951 3.278
H -2.395 0.159 2.372
O -3.130 1.818 -0.957
H 0.882 2.746 0.266
H -3.486 -0.043 -0.365
O 1.545 0.252 2.122
H 1.703 -3.553 0.954
H -2.333 2.270 -1.128
O 0.387 1.952 0.504
H -2.047 -0.527 -0.473
H 2.154 0.859 -0.844
O -0.728 1.027 -1.583
H -0.195 1.388 -0.700
H 3.308 0.689 -1.866
O 1.702 -2.101 -2.361
H 1.274 -2.642 -2.965
H 1.117 -2.220 -1.607
O -2.890 -0.785 -0.078
H 1.862 0.239 3.004
H 2.262 -2.257 0.515
```

Calculated values
Frontier orbital gap (spin up / spin down) in eV: 10.86 / 6.15
Calculated total energy in eV: -18698.9043
Spin multiplicity: 2

=====

Record 2
Computed, not measured: the molecule C4H8N2OS at a distorted geometry, with ωB97M-V/def2-TZVPD.

```
16
Properties=species:S:1:pos:R:3
C 2.562 -0.574 -0.031
C 1.011 -0.536 -0.255
N 0.328 -1.632 -0.053
S -1.369 -1.687 -0.573
C -2.188 -0.286 0.148
C -1.422 1.069 0.198
O -0.664 1.211 -0.918
N 0.685 0.743 -0.714
H 2.835 -1.585 0.068
H 2.947 -0.095 -0.907
H 2.844 -0.183 0.988
H -3.090 -0.388 -0.518
H -2.424 -0.472 1.179
H -2.140 1.825 0.388
H -0.923 1.063 1.110
H 1.007 1.528 -0.110
```

Calculated values
Frontier orbital gap in eV: 8.82
Structure (SMILES): CC1=NSCCON1
Calculated total energy in eV: -20137.1452
Spin multiplicity: 1